Here is 3 unconnected molecules or ions with the total composition C4H9NO2 from the Open Molecules 2025 dataset. Energies are from ωB97M-V/def2-TZVPD.

Element x y z (Å)
C -0.923 2.373 -0.387
C 0.222 1.716 0.201
N 1.246 1.375 0.603
H -0.910 3.387 -0.299
H -1.803 2.136 0.263
H -0.813 2.234 -1.464
C -1.526 -1.481 0.490
C -0.402 -1.239 -0.484
O -0.296 -0.436 -1.342
H -1.094 -1.670 1.537
H -2.010 -2.428 0.168
H -2.178 -0.556 0.415
H 0.528 -1.976 -0.281
O 3.445 -1.444 0.492
H 2.904 -0.659 0.567
H 3.612 -1.332 -0.477

The value obtained for the HOMO-LUMO gap is 10.621 eV. As for the SMILES: CC#N.CC=O.O. The value obtained for the energy relative to the best compared isomer or geometry (same formula, charge and spin) is 2.612 eV. The LUMO energy is 0.027 Ha. Its HOMO energy is -9.894 eV. The largest force on an atom is 4.5 eV/A. The value obtained for the total energy is -9877.4486 eV. Its charge is 0.

Mulliken population analysis, charges in e, atoms 1 to 5:
1 C -0.98
2 C 0.48
3 N -0.47
4 H 0.45
5 H 0.26